Formula: C3H3I2N
Source: OMol25
Level of theory: ωB97M-V/def2-TZVPD

Cartesian coordinates (Å):
I -2.07 2.01 -0.06
I 2.10 1.33 -0.28
N 1.29 -2.44 0.36
C 0.76 0.02 0.71
C 1.05 -1.33 0.55
C -1.16 0.28 -0.74
H -1.66 -0.62 -0.44
H -0.70 0.32 -1.71
H 0.38 0.42 1.63

Calculated values
energy above the lowest of the compared OMol25 structures with the same formula, charge and spin: 58.2 kcal/mol
HOMO-LUMO gap (spin up / spin down): 7.717 / 7.514 eV
lowest unoccupied orbital energy (spin up / spin down): -1.12 / -1.28 eV

Atomic partial charges in e from the Mulliken method, atoms 1 to 8: 0.146, 0.161, -0.374, -0.916, 0.500, -0.776, 0.362, 0.415

Formula: C2H3IS2
Source: OMol25
Level of theory: ωB97M-V/def2-TZVPD

Cartesian coordinates (Å):
I 0.39 -0.27 2.31
S -2.99 -1.03 1.36
S -3.05 1.87 2.46
C -2.98 0.38 2.04
C 0.36 0.47 0.18
H 1.38 0.06 -0.18
H 0.13 1.53 0.41
H -0.48 -0.21 -0.27

Calculated values
energy above the lowest of the compared OMol25 structures with the same formula, charge and spin: 8.1 kcal/mol
HOMO-LUMO gap: 8.850 eV
lowest unoccupied orbital energy: -0.18 eV

Partial charges, Mulliken, in e: -0.028, -0.207, -0.219, 0.405, -0.757, 0.311, 0.287, 0.207

Formula: C48H57CaCl3N3OP2STe
Source: OMol25
Level of theory: ωB97M-V/def2-TZVPD

Cartesian coordinates (Å):
Te -0.57 0.59 3.66
Ca 0.00 -0.66 0.78
Cl -0.53 -4.66 6.89
Cl -6.62 -5.78 -0.39
Cl -2.20 -8.54 0.74
S -3.53 -4.64 7.10
P -2.67 -0.22 0.54
P 2.60 -0.03 0.67
O -1.56 -7.37 3.59
N 0.15 -2.95 0.45
N -0.04 -5.03 1.16
N -0.05 1.46 0.62
C -1.14 2.14 0.10
C -4.26 1.08 2.49
C -3.34 3.48 -1.08
C 0.64 3.30 2.07
C 0.86 1.24 5.13
C 0.50 0.89 8.88
C -3.14 -7.11 1.01
C -5.53 -0.49 0.99
C 0.07 -3.79 -0.63
C -2.08 4.08 -1.04
C -1.48 -0.47 5.32
C -1.52 -6.20 2.80
C -0.79 0.00 6.57
C 5.20 -0.67 1.92
C -2.07 -5.32 6.47
C -3.48 2.21 -0.57
C 2.65 0.76 -1.95
C -4.47 -5.79 6.24
C 1.60 3.92 2.84
C -1.26 -0.36 7.83
C -4.81 -4.94 1.43
C -0.61 0.06 8.97
C -2.30 -6.38 5.66
C 3.62 0.47 -0.80
C 2.21 1.54 1.53
C -4.19 -0.21 1.66
C -5.15 -5.91 0.49
C 2.87 3.38 2.98
C -0.05 -5.07 -0.21
C -3.24 -0.96 -1.08
C 3.07 -1.34 3.08
C -3.62 -5.06 2.12
C -3.44 -2.47 -0.93
C -2.42 1.52 0.02
C -3.69 -6.64 5.53
C 0.33 0.83 6.47
C 4.53 1.68 -0.58
C 3.74 -1.07 1.73
C -1.25 -7.20 4.97
C -2.76 -6.14 1.93
C -0.19 -6.20 2.02
C -4.31 -6.99 0.28
C 0.96 1.27 7.63
C 0.92 2.11 1.35
C -1.02 3.42 -0.46
C -2.20 -0.68 -2.16
C 0.07 -3.73 1.52
C 3.15 2.19 2.33
H -5.57 -1.49 0.56
H -0.35 3.72 2.02
H -4.18 3.99 -1.52
H -3.98 -1.03 2.36
H -4.45 1.74 -0.62
H -2.55 -0.24 5.36
H -1.54 -5.31 3.43
H -4.18 -0.49 -1.36
H -4.09 -2.73 -0.10
H 1.81 1.94 7.55
H -6.32 -0.41 1.73
H -4.08 -7.44 4.91
H 4.14 1.76 2.44
H 2.03 -0.12 -2.17
H -0.04 3.89 -0.46
H 1.84 0.80 4.94
H 3.08 -0.43 3.69
H -4.58 -7.75 -0.44
H -3.32 1.31 2.98
H -0.16 -7.07 1.37
H 0.09 -3.38 2.54
H -0.26 -6.75 5.10
H -3.36 -4.30 2.85
H -1.23 -8.21 5.37
H -5.75 0.23 0.20
H 3.74 -2.00 1.16
H 3.95 2.56 -0.34
H -2.53 -1.10 -3.12
H 0.12 -3.42 -1.65
H 3.19 1.03 -2.86
H -1.94 5.06 -1.47
H 0.97 2.32 5.06
H 1.99 1.59 -1.69
H 5.25 1.51 0.22
H 4.23 -0.40 -1.05
H -0.13 -5.99 -0.76
H 5.72 -1.49 2.43
H 0.63 -6.27 2.73
H 3.63 3.86 3.58
H 1.35 4.85 3.35
H 5.32 0.21 2.55
H -2.14 -0.98 7.90
H -0.98 -0.24 9.94
H -3.88 -2.89 -1.84
H 5.71 -0.50 0.98
H -5.03 0.97 3.25
H -2.04 0.39 -2.30
H -5.54 -5.77 6.31
H -1.24 -1.14 -1.91
H -1.37 -1.54 5.18
H -4.53 1.93 1.87
H -2.48 -2.97 -0.76
H 2.03 -1.66 2.95
H 1.01 1.24 9.77
H -5.49 -4.12 1.61
H 5.09 1.88 -1.50
H 3.61 -2.12 3.62

Calculated values
energy above the lowest of the compared OMol25 structures with the same formula, charge and spin: 17.8 kcal/mol
HOMO-LUMO gap: 7.326 eV
charge: +1
lowest unoccupied orbital energy: -1.91 eV

Atomic partial charges in e from the Mulliken method, atoms 1 to 8: 0.720, 1.354, -0.191, -0.214, -0.195, -0.151, 0.435, 0.079

Formula: C28H41Cl2IrN4O3Si4Te
Source: OMol25
Level of theory: ωB97M-V/def2-TZVPD

Cartesian coordinates (Å):
Ir 0.11 -1.02 -2.00
Te 0.91 0.25 0.12
Cl -3.05 -6.86 -3.89
Cl -2.38 -5.48 -6.64
Si 1.43 1.49 3.53
Si -2.23 0.04 2.88
Si -0.41 1.30 2.02
Si -1.05 3.47 1.26
O 2.82 -0.57 -2.53
O -1.72 -3.98 0.14
O 0.21 -1.17 -6.08
N 1.50 -2.74 -0.51
N -0.81 -2.82 -1.65
N -0.35 -1.66 -3.86
N 0.07 0.77 -3.08
C 0.58 -3.40 0.19
C 0.39 4.36 0.41
C -1.95 -4.71 -5.16
C 0.74 1.54 -5.28
C 2.00 -0.26 3.99
C 3.13 -3.31 1.14
C -2.23 -5.34 -3.93
C -1.56 4.48 2.77
C -1.26 -3.48 -2.75
C 0.88 -4.06 1.38
C -3.71 -0.08 1.73
C -1.33 -3.49 -5.20
C -1.88 -4.74 -2.74
C -0.97 -2.86 -3.99
C 2.17 -4.01 1.87
C 1.03 2.44 5.12
C 0.44 3.10 -3.48
C 2.75 -2.70 -0.04
C -1.68 -1.70 3.36
C 2.90 2.34 2.70
C 0.80 2.84 -4.84
C 0.08 -0.83 -4.91
C 0.11 2.06 -2.66
C -0.79 -3.43 -0.40
C 3.51 0.63 -2.85
C -2.50 3.38 0.05
C 0.33 0.52 -4.42
C -2.70 1.00 4.44
H -2.70 4.35 -0.40
H -1.84 1.09 5.11
H 2.06 -0.88 3.10
H 3.80 2.24 3.31
H 0.87 3.73 -0.34
H 0.41 4.11 -3.10
H 3.15 1.08 -3.78
H 0.21 1.97 5.67
H -3.41 3.06 0.56
H 1.16 4.64 1.13
H 1.90 2.48 5.78
H 3.32 1.33 -2.04
H 3.10 1.90 1.72
H -0.88 -1.68 4.11
H 4.59 0.47 -2.93
H 2.73 3.41 2.55
H -2.40 4.01 3.29
H -1.86 5.49 2.50
H -3.02 2.01 4.18
H 1.09 3.64 -5.50
H -1.09 -3.01 -6.13
H 2.44 -4.49 2.80
H -2.10 -5.23 -1.81
H 0.73 3.47 4.90
H 2.98 -0.24 4.46
H -2.31 2.67 -0.76
H 1.31 -0.74 4.69
H -2.51 -2.28 3.77
H -1.30 -2.23 2.49
H -0.74 4.55 3.48
H 0.06 5.27 -0.08
H -3.51 0.53 4.99
H 3.46 -2.14 -0.64
H -0.15 2.24 -1.63
H -4.12 0.91 1.49
H 0.09 -4.59 1.89
H 2.99 -1.23 -3.21
H 0.98 1.26 -6.30
H -4.51 -0.66 2.19
H 4.15 -3.25 1.48
H -3.45 -0.57 0.79

Calculated values
energy above the lowest of the compared OMol25 structures with the same formula, charge and spin: 38.9 kcal/mol
spin multiplicity: 5
HOMO-LUMO gap (spin up / spin down): 4.782 / 5.293 eV
lowest unoccupied orbital energy (spin up / spin down): -0.45 / -2.51 eV

Atomic partial charges in e from the Mulliken method, atoms 1 to 8: 0.717, -0.434, -0.206, -0.204, 0.438, 0.634, 0.166, 0.526

Formula: C31H37N4O6SW
Source: OMol25
Level of theory: ωB97M-V/def2-TZVPD

Cartesian coordinates (Å):
W 0.50 0.33 0.93
S -0.42 0.51 -2.69
O -0.44 -0.40 -1.56
O 1.97 -0.10 -0.42
O -0.07 -0.25 2.70
O -1.27 0.69 0.65
O 0.86 1.78 -0.33
O -1.07 1.77 -2.65
N 0.01 -1.75 0.76
N 2.63 0.08 2.05
N 1.31 0.88 -2.58
N 0.53 2.10 2.19
C -3.64 0.69 0.43
C -0.54 -1.72 -4.19
C -0.78 0.45 -5.31
C -0.76 -1.60 -6.60
C -2.42 -1.40 0.63
C -2.47 0.00 0.57
C -1.99 -0.73 4.04
C 2.89 2.00 -1.64
C -4.83 -0.03 0.37
C -3.46 1.10 4.68
C 3.84 0.66 1.39
C 2.97 -1.40 2.15
C -4.83 -1.41 0.44
C -3.13 -0.26 4.67
C -1.48 1.54 3.39
C -3.63 -2.10 0.56
C 1.76 2.89 2.30
C 1.82 1.09 -1.04
C 2.63 2.23 3.39
C 1.11 -2.72 0.99
C -0.83 -2.30 -7.92
C 2.58 0.70 3.42
C 2.01 2.19 -2.88
C 1.87 -2.43 2.29
C -0.85 -0.21 -6.53
C -1.20 -2.17 0.73
C -2.62 2.00 4.06
C -0.62 -2.34 -5.42
C -0.62 -0.33 -4.15
C -1.19 0.18 3.37
C -0.46 2.43 2.95
H 4.03 0.16 0.45
H 1.18 -2.21 3.10
H 3.81 1.45 -1.85
H -3.62 -3.18 0.60
H -1.82 -2.76 -8.04
H -0.68 -1.62 -8.75
H 3.51 -1.63 1.23
H 2.25 2.93 1.33
H 1.82 0.08 -2.96
H 3.65 2.60 3.28
H -4.35 1.44 5.19
H 2.29 2.57 4.37
H 3.68 -1.50 2.97
H 2.48 2.20 -3.86
H -2.84 3.06 4.09
H -0.43 -2.30 -3.28
H -5.76 -1.96 0.40
H 1.69 0.34 3.92
H 4.70 0.49 2.05
H 3.45 0.34 3.98
H -5.76 0.51 0.26
H -0.98 0.37 -7.43
H -1.72 -1.78 4.06
H -3.62 1.77 0.37
H -0.09 -3.10 -7.98
H 1.29 3.00 -2.79
H 1.78 -2.67 0.14
H 2.37 -3.36 2.57
H -0.88 1.52 -5.26
H -3.78 -0.97 5.18
H 3.74 1.72 1.22
H 1.51 3.91 2.59
H 3.10 2.89 -1.06
H -0.57 -3.42 -5.48
H -0.42 3.43 3.39
H 0.67 -3.71 1.02
H -1.34 -3.25 0.78

Calculated values
HOMO-LUMO gap: 5.908 eV
charge: +3
lowest unoccupied orbital energy: -10.94 eV

Atomic partial charges in e from the Mulliken method, atoms 1 to 8: 1.670, 1.732, -0.174, -0.825, 0.453, 0.017, -0.993, -0.820

Formula: C3H5BrN2P
Source: OMol25
Level of theory: ωB97M-V/def2-TZVPD

Cartesian coordinates (Å):
Br 3.73 0.17 -0.23
P -1.46 1.72 0.11
N -0.70 -1.05 0.13
N 1.10 0.49 0.03
C -0.31 -2.28 -0.11
C 2.11 -0.32 0.42
C -0.26 0.22 0.01
H -2.36 1.02 -0.66
H -1.67 -0.86 0.69
H -0.69 -3.14 0.54
H 1.19 1.44 -0.12
H -0.68 2.61 -0.81

Calculated values
energy above the lowest of the compared OMol25 structures with the same formula, charge and spin: 141.8 kcal/mol
HOMO-LUMO gap (spin up / spin down): 6.769 / 6.768 eV
charge: +1
lowest unoccupied orbital energy (spin up / spin down): -6.32 / -6.32 eV

Atomic partial charges in e from the Mulliken method, atoms 1 to 8: 0.089, -0.085, -0.153, -0.011, -0.195, -0.259, 0.535, 0.144

Formula: C6H18ClN3Si
Source: OMol25
Level of theory: ωB97M-V/def2-TZVPD

Cartesian coordinates (Å):
Cl 2.02 -0.77 -1.38
Si 0.24 -0.20 -0.33
N 0.65 0.52 1.14
N -0.53 0.95 -1.39
N -0.63 -1.70 0.08
C 1.58 1.60 1.48
C 2.96 0.96 1.89
C 0.08 -2.94 0.45
C -2.11 -1.75 -0.06
C -0.67 0.53 -2.74
C -1.21 2.19 -0.91
H 1.29 2.21 2.47
H -2.47 -0.74 -0.62
H 3.57 1.78 2.20
H 0.00 0.92 -3.42
H 2.75 0.09 2.70
H -0.03 0.46 1.90
H -0.66 -0.47 -2.80
H 3.40 0.68 0.91
H -1.70 0.71 -3.26
H -0.15 -3.54 -0.42
H -2.25 -2.57 -0.73
H 1.18 -2.93 0.68
H -2.68 -1.84 0.78
H 1.64 2.36 0.58
H -1.10 2.23 0.28
H -0.92 2.97 -1.50
H -0.52 -3.31 1.26
H -2.29 1.90 -1.18

Calculated values
energy above the lowest of the compared OMol25 structures with the same formula, charge and spin: 21.3 kcal/mol
HOMO-LUMO gap: 9.271 eV
lowest unoccupied orbital energy: 0.79 eV

Atomic partial charges in e from the Mulliken method, atoms 1 to 8: -0.372, -0.154, 0.048, 0.272, 0.269, -0.433, -1.050, -1.050

Formula: C3H33N3O13
Source: OMol25
Level of theory: ωB97M-V/def2-TZVPD

Cartesian coordinates (Å):
O 2.60 2.99 -1.52
O 0.19 0.30 -0.07
O -5.06 0.54 -0.53
O 2.69 -0.10 -0.95
O -0.86 0.55 4.37
O -2.74 1.71 -3.46
O 1.71 -1.37 -3.02
O 0.20 0.87 -2.85
O 0.46 3.19 1.34
O -2.06 -3.41 -0.85
O 1.84 2.09 3.67
O 3.34 1.14 1.66
O 0.49 -4.20 -2.19
N 0.67 -1.54 2.95
N -0.25 -1.78 0.69
N -2.28 1.13 -0.36
C 0.88 -1.96 1.58
C -2.09 -0.29 -0.16
C -0.63 -0.58 0.20
H -0.66 -0.11 5.04
H 1.34 -0.46 -3.04
H 0.67 1.72 -2.88
H -0.07 1.09 4.28
H 4.29 1.07 1.55
H 1.78 -1.72 -3.91
H -3.49 1.52 -2.91
H -0.92 -2.54 0.69
H -4.22 1.02 -0.37
H 2.21 1.46 3.01
H 0.05 -0.74 2.93
H 2.58 3.34 -0.63
H 0.88 2.98 2.19
H 0.61 -3.24 -2.23
H 0.07 4.04 1.56
H -2.71 -0.70 0.65
H -1.69 -3.30 -1.73
H -1.78 1.42 -1.18
H 0.30 0.67 -1.91
H 1.71 -1.30 1.27
H 2.97 1.01 0.76
H -4.84 -0.05 -1.25
H 0.26 -2.27 3.51
H -1.94 1.26 -3.17
H 1.87 -0.29 -0.48
H 2.30 1.98 4.50
H 0.36 -4.39 -1.26
H -1.88 1.72 0.36
H -1.95 -4.35 -0.64
H 1.28 -2.98 1.50
H 3.21 -0.90 -1.01
H 2.49 2.04 -1.42
H -2.37 -0.85 -1.06

Calculated values
energy above the lowest of the compared OMol25 structures with the same formula, charge and spin: 0.0 kcal/mol
HOMO-LUMO gap: 10.012 eV
lowest unoccupied orbital energy: -0.07 eV

Atomic partial charges in e from the Mulliken method, atoms 1 to 8: -0.680, -0.648, -0.637, -0.608, -0.675, -0.640, -0.609, -0.768

Formula: C5H5NO
Source: OMol25
Level of theory: ωB97M-V/def2-TZVPD

Cartesian coordinates (Å):
O 1.66 0.07 0.10
N -2.77 -0.23 0.91
C -1.78 0.16 0.45
C 0.16 -0.66 -0.75
C 0.62 0.99 0.75
C 0.25 -1.77 -1.26
C -0.52 0.57 -0.18
H -0.37 -2.45 -1.79
H 1.02 1.99 0.56
H 2.03 -0.80 0.38
H -0.72 1.29 -0.98
H 0.41 0.84 1.81

Calculated values
energy above the lowest of the compared OMol25 structures with the same formula, charge and spin: 114.2 kcal/mol
HOMO-LUMO gap: 9.489 eV
lowest unoccupied orbital energy: 0.57 eV

Atomic partial charges in e from the Mulliken method, atoms 1 to 8: -0.548, -0.381, -0.009, -0.233, -0.491, -0.456, 0.568, 0.304

Formula: C4H11N2O2PS
Source: OMol25
Level of theory: ωB97M-V/def2-TZVPD

Cartesian coordinates (Å):
S -0.72 0.20 -2.23
P -0.98 1.80 -0.76
O -2.35 1.87 -0.40
O -0.18 3.02 -1.07
N 0.26 -0.60 2.15
N 1.43 1.23 -0.13
C 2.66 0.54 0.12
C 0.31 0.87 0.13
C -0.38 -1.72 1.65
C -2.10 -0.93 -1.71
H -2.42 -0.55 -0.78
H -1.44 -1.74 1.25
H 1.62 2.11 -0.67
H 2.99 1.00 1.06
H 0.31 -2.09 0.82
H -0.31 -2.39 2.47
H -2.70 -1.04 -2.58
H -1.69 -1.87 -1.43
H 2.69 -0.56 0.19
H 3.40 0.81 -0.60
H -0.41 0.07 2.54

Calculated values
energy above the lowest of the compared OMol25 structures with the same formula, charge and spin: 112.8 kcal/mol
HOMO-LUMO gap (spin up / spin down): 6.591 / 6.586 eV
lowest unoccupied orbital energy (spin up / spin down): -2.38 / -2.39 eV

Atomic partial charges in e from the Mulliken method, atoms 1 to 8: -0.199, 0.925, -0.683, -0.730, -0.381, -0.055, -0.890, 0.032

| no. | M (g mol⁻¹) |
| --- | --- |
| 1 | 306.87 |
| 2 | 218.08 |
| 3 | 1060.06 |
| 4 | 984.73 |
| 5 | 777.57 |
| 6 | 179.97 |
| 7 | 195.77 |
| 8 | 319.31 |
| 9 | 95.10 |
| 10 | 182.19 |